1.
This record from the Open Molecules 2025 dataset describes a molecular structure, C12H24F5IO3SSb at a distorted geometry. The level of theory is ωB97M-V with the def2-TZVPD basis set.

The geometry in XYZ format:
```
47
Properties=species:S:1:pos:R:3:forces:R:3
C 5.7121 2.4280 -0.5822 -0.66 -0.16 0.48
O 5.0956 1.5763 0.3666 -0.01 -0.15 0.05
C 3.8537 1.0583 -0.1075 0.49 -0.41 -0.60
C 3.7276 -0.4593 0.1113 -0.51 1.04 0.44
C 2.6250 -0.8225 1.1375 0.50 -0.74 -1.01
C 1.4752 -1.5905 0.4696 0.61 -0.56 0.46
C 0.7869 -2.5334 1.4626 -0.85 0.82 0.32
C -0.7222 -2.7441 1.2150 0.78 -0.58 -0.39
C -1.1489 -2.7005 -0.2710 -0.78 0.09 0.92
C -2.0716 -1.4946 -0.5385 0.10 -0.23 -0.92
C -1.9146 -0.8618 -1.9077 -0.58 0.39 0.59
Sb -3.6326 0.5051 -2.2146 -0.74 -0.53 -0.74
I -4.9230 -1.2266 -4.0198 -0.16 -0.31 -0.30
S -2.5634 2.2211 -0.6416 1.21 0.77 -0.68
O -2.7370 3.5383 -1.2050 -1.05 0.81 -0.17
O -1.1467 1.9411 -0.4581 0.22 -1.00 0.91
C -3.3842 2.3601 1.0651 1.28 -0.54 -0.02
F -4.3100 1.4203 1.2346 -0.60 -0.99 -0.14
F -3.9851 3.5165 1.1570 -0.54 1.63 0.08
C -2.3913 2.2225 2.2348 -1.87 0.58 -0.04
F -2.0051 0.9952 2.3782 0.94 -1.80 -0.08
F -3.0524 2.5438 3.3557 -0.52 0.25 0.86
F -1.3906 3.0337 2.1469 1.55 1.00 -0.32
H 6.5440 2.9020 -0.0777 0.22 0.12 -0.08
H 4.9845 3.1718 -0.9021 0.10 0.38 -0.13
H 6.0362 1.8770 -1.4651 0.20 -0.12 -0.09
H 3.8098 1.2443 -1.1794 -0.08 0.11 -0.21
H 3.0095 1.5843 0.3310 -0.03 0.20 0.25
H 3.4959 -0.8872 -0.8557 -0.11 -0.31 -0.16
H 4.6918 -0.8535 0.4108 0.22 0.03 0.10
H 2.2740 0.0630 1.6538 -0.07 0.09 0.24
H 3.0861 -1.5087 1.8404 -0.08 0.02 0.48
H 1.9503 -2.2143 -0.2825 -0.10 -0.05 -0.40
H 0.7814 -0.9349 -0.0482 -0.15 0.19 0.07
H 0.8804 -2.0720 2.4456 0.02 -0.03 0.24
H 1.2893 -3.4905 1.5569 0.31 -0.15 -0.31
H -1.2689 -2.0138 1.7979 -0.25 0.25 -0.05
H -0.9865 -3.7181 1.6224 -0.10 -0.09 0.18
H -0.3179 -2.7641 -0.9646 0.24 0.20 0.01
H -1.7510 -3.5885 -0.4381 -0.01 -0.23 -0.30
H -3.0988 -1.8525 -0.4734 -0.20 -0.01 0.24
H -1.9706 -0.7212 0.2196 0.21 0.06 0.17
H -1.9835 -1.5730 -2.7204 0.04 -0.17 -0.22
H -1.0223 -0.2533 -1.9764 0.23 0.16 -0.13
H -2.8423 1.2951 -3.5535 0.23 0.08 0.10
H -4.9550 1.6397 -2.4012 0.21 -0.03 0.17
H -4.5338 -0.2588 -0.9292 0.16 -0.09 0.13
```
Positions in Å, forces in eV/Å.

Properties
**LUMO energy**: 2.7198 eV
**HOMO-LUMO gap**: 7.757 eV
**Total charge**: -1

***

2.
This record from the Open Molecules 2025 dataset describes a molecular structure, C12H24FK2O9 at a distorted geometry. The level of theory is ωB97M-V with the def2-TZVPD basis set.

The geometry in XYZ format:
```
48
Properties=species:S:1:pos:R:3:forces:R:3
K 34.6292 21.3036 -4.7826 -0.25 0.64 -0.48
K 31.0852 19.8393 -5.2538 -0.05 0.73 -0.46
F 32.4316 22.0822 -6.0344 0.36 -1.37 0.87
C 31.1774 25.9732 -4.5452 -0.65 -0.59 -0.77
C 32.0840 25.5828 -5.7046 0.06 -1.11 1.18
O 31.7366 26.2342 -6.9027 0.06 0.66 -0.49
C 32.7180 26.8211 -7.6086 0.48 -0.42 0.11
O 33.8683 26.9339 -7.2717 0.02 0.12 0.21
O 32.2209 27.1765 -8.7703 -1.16 0.42 -0.17
C 33.0464 27.8808 -9.6892 0.08 0.08 -0.72
H 31.0594 27.0466 -4.4211 0.29 -0.01 0.32
H 31.5043 25.4235 -3.6618 0.23 0.48 0.21
H 30.1895 25.5502 -4.7533 -0.11 0.30 -0.02
H 31.9089 24.5139 -5.8753 0.25 0.03 -0.09
H 33.1309 25.6941 -5.4120 -0.03 0.40 -0.48
H 33.7000 27.1503 -10.1637 0.45 0.34 0.18
H 33.5245 28.7549 -9.2537 0.39 -0.38 0.33
H 32.4144 28.2864 -10.4797 -0.37 -0.30 0.21
C 37.6612 25.2395 -12.1839 0.39 -0.05 0.64
C 36.7698 24.0015 -12.1288 0.78 0.92 -0.93
O 36.2799 23.7865 -10.8168 0.43 -0.66 0.15
C 35.0980 24.2500 -10.4914 -0.18 -0.32 1.00
O 34.4048 24.9985 -11.1131 -0.28 0.26 -0.51
O 34.8006 23.7300 -9.2729 0.07 -0.03 -0.68
C 33.4642 23.9311 -8.8308 -0.33 0.26 0.58
H 37.1431 26.1324 -11.8335 -0.26 0.02 -0.45
H 38.0919 25.3670 -13.1761 -0.30 0.16 -0.11
H 38.5183 25.1710 -11.5069 -0.06 -0.39 0.01
H 37.3524 23.1236 -12.4031 -0.09 -0.13 0.24
H 35.9763 24.1143 -12.8675 -0.30 -0.09 0.32
H 33.5365 24.3451 -7.8250 -0.14 0.09 -0.12
H 32.9363 22.9814 -8.7422 0.13 -0.08 -0.19
H 32.9165 24.5918 -9.5001 0.08 0.03 0.11
C 37.6287 18.2813 -12.5003 0.01 0.59 -0.17
C 36.3505 18.0561 -11.7126 1.01 -1.97 -0.53
O 36.0322 19.2532 -11.0417 -0.08 0.87 -0.13
C 35.5908 19.1945 -9.7964 -0.02 -0.92 -0.84
O 35.3707 18.1823 -9.1949 -0.28 -0.41 0.78
O 35.4029 20.4214 -9.3564 -0.74 0.63 -0.24
C 34.5803 20.5493 -8.2116 1.34 1.26 0.98
H 37.9211 17.4792 -13.1768 -0.29 -0.36 0.31
H 38.4281 18.4332 -11.7745 0.16 0.17 -0.24
H 37.5327 19.1524 -13.1529 0.06 0.14 0.24
H 36.5517 17.2368 -11.0169 -0.19 0.31 0.30
H 35.5526 17.6615 -12.3462 -0.34 0.69 0.05
H 34.4412 21.6200 -8.0949 -0.38 0.01 -0.31
H 35.2291 20.3095 -7.3584 -0.36 -0.66 0.20
H 33.6250 20.0388 -8.1892 0.12 -0.35 -0.40
```
Positions in Å, forces in eV/Å.

Properties
**Energy relative to the best compared isomer or geometry (same formula, charge and spin)**: 0.1399 eV
**LUMO energy**: -4.3048 eV
**HOMO-LUMO gap**: 8.003 eV
**Total charge**: +1

***

3.
This record from the Open Molecules 2025 dataset describes a molecular structure, C12H24FO12Tl at a distorted geometry. The level of theory is ωB97M-V with the def2-TZVPD basis set.

The geometry in XYZ format:
```
50
Properties=species:S:1:pos:R:3:forces:R:3
Tl 23.6422 -8.5835 -1.8566 11.92 -2.91 -0.26
F 22.8953 -8.9723 0.0553 0.89 -0.74 -2.89
C 19.0351 -12.6806 2.8062 -1.45 0.90 -1.33
O 20.3157 -12.0561 2.7398 0.82 -0.14 -0.40
C 20.4392 -10.8029 2.3278 -0.70 -0.67 2.51
O 19.4964 -10.0528 2.0481 0.83 -4.77 3.34
O 21.7671 -10.5286 2.5700 -0.67 0.77 -1.34
C 22.3707 -9.2659 2.1494 -9.71 -0.85 6.74
H 19.0399 -13.7204 3.1331 0.72 0.47 0.47
H 18.6334 -12.6996 1.7932 -0.05 -0.09 -0.14
H 18.3563 -12.0172 3.3422 0.05 -0.39 0.45
H 23.2060 -9.3749 1.4576 -11.27 -0.62 -1.05
H 22.6083 -8.6974 3.0486 -0.19 -0.12 0.19
H 21.6010 -8.7294 1.5947 0.97 -1.62 4.19
C 24.1872 -9.4803 1.7000 9.68 -0.60 4.02
O 25.5528 -9.3511 1.4204 4.17 -0.04 -2.03
C 26.0584 -8.9381 0.2751 0.20 -2.32 3.47
O 25.3773 -8.4751 -0.6587 0.90 0.83 -1.46
O 27.3470 -9.1414 0.3346 -0.96 1.29 -0.74
C 28.1848 -8.4630 -0.6140 1.48 -0.41 -0.48
H 23.6490 -10.2919 1.2103 3.09 -2.19 -0.80
H 23.6748 -8.5622 1.4125 5.14 2.89 -0.20
H 24.0880 -9.5782 2.7810 1.71 -0.44 -0.28
H 29.1644 -8.9211 -0.4776 -0.19 -0.29 -0.19
H 28.3922 -7.4206 -0.3724 -0.84 0.10 0.05
H 27.8381 -8.6490 -1.6305 0.02 0.28 0.12
C 22.1812 -6.7207 0.9725 0.31 0.33 2.11
O 21.3109 -6.3079 -0.0340 0.03 0.86 -0.79
C 21.5891 -6.5347 -1.2627 -0.39 4.85 -0.67
O 22.6576 -6.9893 -1.6804 -0.80 7.09 -0.45
O 20.7810 -5.7883 -1.9962 -0.14 -1.30 0.13
C 21.0122 -5.5244 -3.3824 0.00 0.27 -1.38
H 21.8225 -6.2544 1.8901 0.08 0.50 -0.19
H 23.2144 -6.4244 0.7919 -0.05 -0.05 -0.17
H 22.0286 -7.7825 1.1661 1.28 3.21 -0.74
H 22.0653 -5.5906 -3.6556 -0.08 -0.10 0.20
H 20.6522 -4.5288 -3.6416 0.22 0.24 0.83
H 20.3897 -6.1114 -4.0577 0.13 -0.75 0.45
C 20.2639 -8.6241 0.4712 0.04 3.58 -1.17
O 19.9638 -9.3246 -0.6728 -0.83 -1.73 -3.38
C 20.8092 -9.5084 -1.6281 -3.10 -3.89 -0.03
O 21.8997 -8.9211 -1.6866 -12.04 -4.39 -3.27
O 20.3567 -10.5407 -2.4142 1.50 2.74 1.53
C 21.1567 -10.9302 -3.5296 -0.57 -0.08 -0.96
H 21.3135 -8.8548 0.6532 -2.56 0.07 -2.98
H 19.7007 -9.0013 1.3248 0.06 1.23 -1.49
H 20.0333 -7.5704 0.3138 -0.12 -0.72 0.01
H 20.5176 -11.6758 -4.0026 0.56 -0.34 0.08
H 22.1436 -11.3016 -3.2536 -0.16 -0.23 0.15
H 21.2359 -10.1455 -4.2819 0.10 0.34 0.20
```
Positions in Å, forces in eV/Å.

Properties
**Energy relative to the best compared isomer or geometry (same formula, charge and spin)**: 15.3089 eV
**LUMO energy**: -10.6310 eV
**HOMO-LUMO gap**: 3.962 eV
**Total charge**: +2

***

4.
This record from the Open Molecules 2025 dataset describes 3 unconnected molecules or ions with the total composition C12H24IN4O6 at a distorted geometry. The level of theory is ωB97M-V with the def2-TZVPD basis set.

The geometry in XYZ format:
```
47
Properties=species:S:1:pos:R:3:forces:R:3
C 0.1841 -1.9749 -8.2747 -0.70 -0.18 0.50
C 1.2444 -2.7207 -7.2175 -2.02 -0.29 -0.83
I 2.9522 -1.3643 -6.9758 -0.68 -0.93 0.19
C 0.3740 -2.9629 -5.8336 -0.64 -0.43 -1.91
N 1.0337 -3.8857 -4.8332 -0.07 1.02 2.94
C 0.9390 -3.6263 -3.4600 0.01 0.37 3.36
N 1.5107 -4.4853 -2.3439 -3.01 4.45 1.20
C 1.1111 -3.8240 -1.0379 -1.45 2.51 -6.96
N 0.3611 -2.5756 -1.4555 1.36 -2.95 2.79
C -0.2133 -1.5565 -0.4777 0.44 1.49 0.46
N 0.2406 -2.4361 -2.8310 2.02 -3.42 -1.19
H 0.4612 -0.8552 -8.4717 -0.45 -2.32 0.34
H -0.8982 -1.9897 -7.7715 2.28 0.07 -1.18
H 0.0999 -2.5708 -9.2797 0.32 1.23 1.97
H 1.5787 -3.7315 -7.7238 -0.46 2.07 1.39
H -0.6395 -3.4845 -6.1881 2.16 1.12 0.79
H 0.0833 -1.9068 -5.4218 0.87 -2.14 -0.43
H 1.5534 -4.7751 -5.0825 -0.99 1.70 0.27
H 1.3105 -4.1333 0.0829 -0.45 0.73 -2.76
H -1.2824 -1.1565 -0.7966 2.22 -1.26 0.66
H 0.5141 -0.6113 -0.4662 -1.61 -2.06 0.03
H -0.2122 -2.0173 0.6183 -0.14 0.88 -2.66
H -0.2538 -1.6146 -3.2875 0.96 -1.59 1.10
C -0.4118 4.3123 2.8072 -0.27 0.02 0.68
O 0.1560 4.4020 1.5020 0.23 -1.21 -1.00
C 0.2530 3.2147 0.8525 -0.15 0.25 0.47
O -0.0955 2.1284 1.2880 0.47 1.18 -0.68
O 0.8050 3.4451 -0.3656 -0.37 -0.25 0.75
C 0.9689 2.2761 -1.1662 0.09 -0.14 -0.22
H -0.4410 5.3191 3.2330 0.14 -0.15 -0.35
H -1.4363 3.9299 2.7570 0.25 -0.07 0.02
H 0.2067 3.6824 3.4548 -0.20 0.02 -0.16
H -0.0005 1.8124 -1.3752 0.10 0.01 0.16
H 1.6426 1.5649 -0.6774 -0.17 0.06 0.01
H 1.4179 2.5777 -2.1165 -0.09 0.21 0.31
C -1.9270 2.8897 9.3190 -0.24 0.00 0.58
O -1.3592 2.9795 8.0138 0.20 -0.90 -0.81
C -1.2622 1.7921 7.3643 -0.24 -0.38 0.45
O -1.6107 0.7058 7.7998 0.54 1.60 -0.73
O -0.7103 2.0225 6.1463 -0.35 0.01 0.79
C -0.5463 0.8536 5.3457 0.08 -0.37 -0.27
H -1.9562 3.8965 9.7448 0.13 -0.12 -0.36
H -2.9516 2.5073 9.2689 0.26 -0.08 0.02
H -1.3085 2.2599 9.9666 -0.21 -0.01 -0.18
H -1.5157 0.3898 5.1366 0.19 -0.01 0.18
H 0.1274 0.1423 5.8344 -0.26 0.06 0.00
H -0.0973 1.1552 4.3953 -0.10 0.23 0.26
```
Positions in Å, forces in eV/Å.

Properties
**LUMO energy**: -3.8335 eV
**HOMO-LUMO gap**: 8.479 eV
**Total charge**: +1

***

5.
This record from the Open Molecules 2025 dataset describes C12H24N2O3 in the gas phase at a distorted geometry. The level of theory is ωB97M-V with the def2-TZVPD basis set.

The geometry in XYZ format:
```
41
Properties=species:S:1:pos:R:3:forces:R:3
C 1.4445 -0.2765 -0.7928 1.24 0.44 1.02
C 0.7265 -0.8842 0.4170 0.38 0.02 0.31
C 2.8219 -0.8665 -0.9953 -0.40 -2.12 2.61
C 4.0341 -0.3961 -0.1224 -0.52 -0.50 0.51
C 4.5417 1.0424 -0.4004 1.02 -1.42 -0.56
C 3.8966 -0.6272 1.4008 -0.18 0.77 0.00
C -1.3370 0.2555 -0.1458 -2.19 1.54 0.91
C -1.7497 1.7970 0.1924 -1.08 0.08 -0.06
C -2.6068 -0.5774 -0.5027 -0.30 1.51 0.92
C -2.3041 -1.8599 -1.1823 1.13 -2.29 1.09
C -3.6960 -0.6334 0.6387 1.77 1.20 -0.33
C -5.0818 -0.7178 0.0793 -0.34 -0.20 -2.08
H 2.4067 1.5038 -0.1182 -0.54 -0.58 -0.65
H 1.4919 1.5634 -1.5353 0.42 0.94 -0.63
H 0.8361 -0.4638 -1.6664 -0.09 -0.07 -0.33
H 3.0550 -0.8189 -1.9965 0.82 0.58 -2.39
H 2.6895 -1.9617 -0.8310 0.31 0.54 0.08
H 4.8142 -1.1436 -0.4151 -0.28 0.91 -0.06
H 4.0606 1.8585 0.1695 0.49 -0.47 -0.13
H 5.6253 0.9292 -0.1387 -0.80 0.96 -0.28
H 4.4228 1.1973 -1.4897 0.32 0.43 0.53
H 3.2094 0.0405 1.9307 -0.44 0.06 -0.48
H 4.8135 -0.4110 1.9503 0.44 -0.29 -0.39
H 3.5627 -1.6236 1.5994 -0.06 -0.60 0.22
H -0.7190 -0.7372 1.6620 -0.96 -0.20 0.67
H -0.7680 0.3948 -1.0331 0.26 -0.03 -0.78
H -3.0726 -0.0010 -1.2916 -0.21 0.64 -0.16
H -3.1996 -2.4083 -1.3945 -0.72 -0.26 -0.09
H -1.6654 -2.6031 -0.6121 -0.56 0.95 -0.22
H -1.8193 -1.7532 -2.1276 0.47 0.41 -0.75
H -3.5534 0.2628 1.2831 -0.33 -0.64 -0.50
H -3.4817 -1.4685 1.2495 0.19 -1.21 0.75
H -5.7700 -1.1938 0.8046 -0.01 0.81 -0.55
H -5.3674 0.2769 -0.3896 -0.17 -1.04 1.16
H -5.0496 -1.3804 -0.8466 -0.20 0.39 1.17
H 0.1755 2.0851 0.0888 -0.27 -0.02 -0.50
N 1.5890 1.1689 -0.6315 -1.23 0.32 0.78
N -0.4263 -0.2799 0.8315 0.51 0.06 -0.90
O 1.1907 -1.8020 1.0574 0.17 -0.28 -0.01
O -2.8992 2.1922 0.4395 3.54 -0.74 -0.84
O -0.6634 2.6220 0.0318 -1.60 -0.61 0.95
```
Positions in Å, forces in eV/Å.

Properties
**Energy relative to the best compared isomer or geometry (same formula, charge and spin)**: 1.9071 eV
**LUMO energy**: 0.4093 eV
**HOMO-LUMO gap**: 9.786 eV
**SMILES**: CC[C@H](C)[C@H](NC(=O)[C@@H](N)CC(C)C)C(=O)O